{
  "formula": "C5H13NO",
  "method": "ωB97M-V/def2-TZVPD",
  "charge": 1,
  "fmax_ev_per_a": 5.869,
  "energy_ha": -327.946813,
  "s2": 0.760,
  "lumo_energy_ev": [-3.78, -7.46],
  "e_homo_ev": [-14.95, -15.22],
  "spin_multiplicity": 2,
  "symbols": ["C", "C", "N", "C", "C", "C", "H", "H", "H", "H", "H", "H", "H", "H", "H", "H", "H", "H", "H", "O"],
  "positions_angstrom": [[-2.546, -1.267, -0.310], [-1.785, -0.046, -0.381], [0.386, -0.168, 1.565], [0.680, -0.441, 0.226], [-0.365, -0.294, -0.673], [2.088, -0.753, -0.145], [-3.030, -1.415, -1.299], [-3.475, -1.081, 0.131], [-1.864, -2.053, 0.105], [-2.354, 0.655, -1.083], [-1.972, 0.440, 0.559], [0.967, -0.298, 2.325], [-0.638, -0.039, 1.722], [-0.203, -0.497, -1.763], [2.262, -0.365, -1.123], [2.154, -1.782, -0.266], [2.891, -0.235, 0.347], [0.997, 2.135, -0.921], [1.347, 1.928, 0.480], [1.472, 2.574, -0.310]]
}

{
  "formula": "C5H13NO2",
  "method": "ωB97M-V/def2-TZVPD",
  "charge": -1,
  "fmax_ev_per_a": 4.200,
  "energy_ha": -403.431100,
  "s2": 0.756,
  "lumo_energy_ev": [3.81, 3.80],
  "e_homo_ev": [-2.66, -2.62],
  "spin_multiplicity": 2,
  "symbols": ["C", "N", "C", "C", "C", "O", "C", "H", "H", "H", "H", "H", "H", "H", "H", "H", "H", "H", "H", "H", "O"],
  "positions_angstrom": [[0.090, 0.795, -1.646], [-0.729, 0.662, -0.455], [0.278, 0.350, 0.846], [0.971, -0.908, 0.630], [2.312, -1.169, -0.186], [2.406, -0.735, -1.444], [-0.719, 0.764, 1.951], [0.484, -0.124, -2.072], [-0.467, 1.251, -2.476], [1.016, 1.379, -1.477], [-1.124, 1.586, -0.291], [0.989, 1.193, 0.768], [0.357, -1.820, 0.748], [3.112, -0.705, 0.461], [2.524, -2.255, -0.137], [-0.328, 0.563, 2.955], [-1.603, 0.136, 1.752], [-1.063, 1.795, 1.857], [-2.161, -0.583, -0.306], [-3.241, -1.293, -1.167], [-3.103, -0.882, -0.312]]
}

{
  "formula": "C5H13NO2",
  "method": "ωB97M-V/def2-TZVPD",
  "fmax_ev_per_a": 5.460,
  "energy_ha": -403.208235,
  "lumo_energy_ev": -3.98,
  "e_homo_ev": -7.96,
  "symbols": ["C", "N", "C", "C", "C", "C", "O", "H", "H", "H", "H", "H", "H", "H", "H", "H", "H", "H", "H", "H", "O"],
  "positions_angstrom": [[-1.860, 2.019, 0.459], [-0.766, 2.088, -0.406], [1.515, -0.706, -1.663], [0.834, 0.088, -0.616], [-0.555, 0.785, -0.858], [-0.394, -0.512, 0.051], [-0.390, -0.810, 1.490], [-2.683, 1.550, -0.180], [-2.253, 2.926, 0.919], [-1.768, 1.195, 1.244], [0.597, 2.219, 1.872], [2.408, -0.158, -1.947], [0.881, -0.753, -2.572], [1.796, -1.727, -1.308], [0.683, 1.599, 2.333], [1.537, 0.649, 0.032], [-1.047, 0.557, -1.764], [-0.801, -1.364, -0.489], [0.320, -1.495, 1.329], [1.508, -3.388, 0.889], [1.260, -2.500, 0.791]]
}

{
  "formula": "C5H13NO2",
  "method": "ωB97M-V/def2-TZVPD",
  "fmax_ev_per_a": 3.197,
  "smiles": "N/C=C/CCCO.O",
  "energy_ha": -403.471643,
  "lumo_energy_ev": 0.73,
  "e_homo_ev": -8.09,
  "symbols": ["N", "C", "C", "C", "C", "C", "O", "H", "H", "H", "H", "H", "H", "H", "H", "H", "H", "H", "O", "H", "H"],
  "positions_angstrom": [[1.943, -1.726, 1.438], [1.728, -0.481, 0.820], [0.798, 0.400, 1.172], [-0.076, 1.381, 0.530], [-1.582, 0.937, 0.494], [-1.641, -0.617, 0.252], [-2.286, -0.836, -1.032], [1.485, -2.008, 2.284], [2.856, -2.137, 1.425], [2.398, -0.415, -0.018], [0.418, 0.142, 2.180], [-0.128, 2.331, 1.067], [0.212, 1.559, -0.574], [-2.153, 1.433, -0.316], [-1.990, 1.118, 1.497], [-0.796, -1.257, 0.427], [-2.397, -1.005, 0.894], [-1.609, -1.038, -1.690], [1.019, 0.976, -2.950], [0.882, 1.914, -2.759], [1.860, 0.633, -2.638]]
}

{
  "formula": "C5H13NO2",
  "method": "ωB97M-V/def2-TZVPD",
  "fmax_ev_per_a": 4.168,
  "smiles": "CCC(N)=O.CCO",
  "energy_ha": -403.487595,
  "lumo_energy_ev": 0.79,
  "e_homo_ev": -9.50,
  "symbols": ["C", "C", "C", "N", "O", "H", "H", "H", "H", "H", "H", "H", "C", "C", "O", "H", "H", "H", "H", "H", "H"],
  "positions_angstrom": [[1.337, -0.146, -2.471], [0.128, -0.923, -2.296], [-0.790, -0.290, -1.268], [-0.963, 1.035, -1.173], [-1.429, -1.113, -0.641], [1.937, -0.687, -3.210], [2.087, -0.058, -1.741], [1.101, 0.840, -2.925], [-0.351, -1.216, -3.357], [0.511, -1.952, -1.930], [-1.682, 1.533, -0.624], [-0.247, 1.638, -1.510], [0.795, 0.421, 2.841], [-0.596, -0.248, 2.729], [-1.396, 0.517, 1.876], [0.555, 1.353, 3.544], [1.114, 0.931, 1.857], [1.563, -0.333, 3.163], [-0.536, -1.291, 2.297], [-1.289, -0.066, 3.633], [-1.849, 0.056, 1.207]]
}

{
  "formula": "C5H13NO2",
  "method": "ωB97M-V/def2-TZVPD",
  "fmax_ev_per_a": 6.024,
  "energy_ha": -403.381875,
  "lumo_energy_ev": -0.45,
  "e_homo_ev": -8.59,
  "symbols": ["C", "N", "C", "C", "C", "C", "O", "H", "H", "H", "H", "H", "H", "H", "H", "H", "H", "H", "H", "H", "O"],
  "positions_angstrom": [[-1.777, 0.758, -2.058], [-0.379, 0.773, -1.596], [-0.178, 0.082, -0.182], [1.056, -0.576, -0.138], [-0.596, -1.423, -0.155], [1.905, -0.868, 1.108], [-0.634, 0.820, 0.777], [-2.494, 0.858, -1.204], [-2.009, 1.654, -2.757], [-2.028, -0.179, -2.581], [-0.012, 1.704, -1.396], [1.385, -1.079, -0.988], [-0.470, -1.963, 0.805], [-0.310, -2.129, -0.964], [-1.605, -1.413, -0.223], [2.610, -1.631, 0.936], [2.362, -0.005, 1.632], [1.190, -1.241, 1.866], [0.788, 2.639, 2.835], [0.171, 1.453, 1.840], [1.024, 1.765, 2.441]]
}